{
  "formula": "C4H11N2",
  "method": "ωB97M-V with the def2-TZVPD basis set",
  "spin_multiplicity": 1,
  "relative_energy_ev": 1.378,
  "fmax_ha_per_bohr": 0.04731,
  "homo_lumo_gap_ev": 11.204,
  "smiles": "C=NCCC[NH3+]",
  "total_charge": 1,
  "species": ["C", "C", "C", "C", "N", "N", "H", "H", "H", "H", "H", "H", "H", "H", "H", "H", "H"],
  "positions_angstrom": [[-0.626656, 1.666557, -0.052507], [0.520504, 0.978892, -0.829709], [0.256328, -0.488810, -1.072974], [0.736470, -2.332872, 0.307467], [0.153559, -1.232636, 0.176746], [-0.924088, 1.021255, 1.271587], [-1.523064, 1.530211, -0.647432], [-0.518585, 2.733819, 0.117083], [0.657302, 1.626867, -1.688378], [1.395732, 1.195228, -0.213627], [-0.676272, -0.685969, -1.612177], [1.001587, -0.882955, -1.757180], [1.201264, -2.866299, -0.525977], [0.766919, -2.945713, 1.210150], [-1.789981, 1.420119, 1.621140], [-0.837548, -0.026735, 1.148695], [-0.232998, 1.251930, 1.989759]],
  "atomic_forces_ev_per_a": [[-0.271, -0.462, -0.781], [-0.582, 1.512, 1.814], [-0.124, -0.585, -0.915], [0.259, -1.441, -0.493], [0.097, 0.878, 0.810], [0.600, 0.313, 0.257], [-0.362, 0.051, 0.061], [0.363, 0.007, -0.050], [-0.038, -0.477, -0.589], [0.445, -0.667, -0.158], [-0.196, 0.535, 0.075], [0.462, -0.238, 0.113], [0.297, 0.421, -0.220], [-0.457, 0.605, 0.239], [-0.423, -0.597, 0.082], [-0.285, 0.092, -0.005], [0.215, 0.055, -0.238]]
}

{
  "formula": "C4H11N2",
  "method": "ωB97M-V with the def2-TZVPD basis set",
  "spin_multiplicity": 1,
  "relative_energy_ev": 2.724,
  "fmax_ha_per_bohr": 0.07559,
  "homo_lumo_gap_ev": 9.177,
  "total_charge": 1,
  "species": ["C", "C", "C", "C", "N", "N", "H", "H", "H", "H", "H", "H", "H", "H", "H", "H", "H"],
  "positions_angstrom": [[-2.616731, 0.177711, -0.359301], [3.111788, 0.550865, 0.193024], [-1.964329, -1.047936, -0.597074], [2.189552, -0.574813, 0.032247], [-2.623094, 0.710278, 0.863051], [0.960257, -0.378805, -0.167918], [-2.983401, 0.858933, -1.104589], [2.739057, 1.641789, 0.201422], [3.733243, 0.466731, -0.722931], [3.961114, 0.559685, 0.977632], [-2.179197, -1.610230, -1.454443], [-2.056303, -1.500984, 0.372846], [2.589743, -1.605385, 0.067655], [-2.895433, 1.686401, 0.964378], [-1.952671, 0.200955, 1.547926], [-0.813967, -0.833352, -0.613859], [0.800369, 0.698160, -0.200062]],
  "atomic_forces_ev_per_a": [[0.245, 2.497, 1.552], [3.237, 2.153, 0.014], [1.707, 0.490, 1.312], [0.042, 0.075, 1.010], [1.872, -1.881, -0.924], [-1.339, 1.947, -0.464], [-0.579, -0.120, -0.513], [-0.158, -1.965, -0.056], [-0.095, 0.322, 0.151], [-1.701, -0.702, -0.801], [-0.672, -0.734, -0.974], [0.122, -1.472, 0.125], [-0.268, 0.535, -0.027], [0.121, -0.404, 0.414], [-1.943, 1.482, -0.940], [-0.888, -0.068, -0.048], [0.295, -2.156, 0.168]]
}

{
  "formula": "C4H11N2",
  "method": "ωB97M-V with the def2-TZVPD basis set",
  "spin_multiplicity": 1,
  "relative_energy_ev": 2.010,
  "fmax_ha_per_bohr": 0.05332,
  "homo_lumo_gap_ev": 9.278,
  "smiles": "CC/C(N)=C/[NH3+]",
  "total_charge": 1,
  "species": ["C", "C", "C", "C", "N", "N", "H", "H", "H", "H", "H", "H", "H", "H", "H", "H", "H"],
  "positions_angstrom": [[-0.501710, 0.788023, 2.037328], [-0.355975, 1.428331, 0.651024], [-0.154909, 0.219961, -0.258377], [1.044768, -0.392223, -0.346683], [1.261721, -1.681508, -1.026200], [-1.241439, -0.068164, -1.053064], [-1.358867, 1.296245, 2.525445], [0.380648, 0.733392, 2.647703], [-0.920173, -0.208749, 1.906426], [0.490878, 2.104035, 0.628648], [-1.256314, 1.980512, 0.435255], [1.912917, 0.178620, -0.057758], [1.399792, -1.527676, -2.031604], [1.863432, -2.307791, -0.489971], [0.326535, -2.091775, -1.156572], [-1.208511, -0.762607, -1.772936], [-2.094037, 0.388394, -0.783578]],
  "atomic_forces_ev_per_a": [[-2.182, 0.379, 0.243], [0.906, -1.474, 0.400], [-0.319, 0.969, -2.006], [0.098, 0.911, 0.760], [-2.322, 1.062, -0.999], [0.873, 0.012, 1.394], [0.948, -0.004, 0.367], [0.290, 0.153, 0.160], [0.278, -0.296, 0.131], [0.107, 0.100, -0.211], [-0.170, 0.095, -0.514], [0.257, -0.609, 0.261], [1.702, -0.333, 0.150], [0.222, -0.067, -0.650], [0.139, -0.581, 1.060], [-0.483, 0.019, -0.111], [-0.345, -0.335, -0.436]]
}

| no. | HOMO energy (eV) |
| --- | --- |
| 1 | -14.3 |
| 2 | -13.9 |
| 3 | -13.1 |